Entry 1:
{
  "formula": "CClN4O2S",
  "method": "ωB97M-V with the def2-TZVPD basis set",
  "spin_multiplicity": 1,
  "gap_ev": [7.44, 7.43],
  "e_homo_ha": [-0.2431, -0.2431],
  "lumo_ev": [0.82, 0.82],
  "charge": -1,
  "symbols": ["N", "O", "N", "C", "N", "O", "N", "Cl", "S"],
  "coordinates": [[-1.011, -0.196, 1.002], [2.802, 0.638, -1.436], [-1.028, -0.196, -1.273], [-0.374, -0.084, -0.117], [-2.252, -0.503, -0.770], [2.479, 1.568, 0.753], [-2.187, -0.529, 0.571], [3.379, -1.354, 0.649], [2.239, 0.421, -0.154]],
  "nbo_charge": [-0.39, -0.91, -0.39, 0.46, -0.12, -0.91, -0.12, -0.40, 1.78]
}


Entry 2:
{
  "formula": "C38H30FNO13",
  "method": "ωB97M-V with the def2-TZVPD basis set",
  "spin_multiplicity": 1,
  "gap_ev": 7.75,
  "e_homo_ha": -0.3526,
  "lumo_ev": -1.84,
  "smiles": "CNCC1=C(CCF)C(=O)OC1=O.O=C1C=CC(=O)C=C1.O=C1C=CC(=O)C=C1.O=C1C=CC(=O)C=C1.O=C1C=CC(=O)C=C1.O=C1C=CC(=O)C=C1",
  "symbols": ["C", "C", "O", "C", "H", "C", "C", "H", "H", "O", "H", "C", "H", "C", "C", "C", "C", "C", "H", "H", "C", "C", "H", "H", "H", "C", "N", "H", "C", "O", "C", "H", "C", "C", "H", "C", "H", "C", "C", "O", "H", "C", "O", "C", "C", "H", "H", "C", "H", "C", "C", "C", "C", "C", "C", "C", "O", "O", "C", "H", "C", "C", "O", "H", "H", "F", "O", "H", "H", "O", "H", "H", "H", "O", "H", "H", "O", "C", "H", "C", "C", "O", "H"],
  "coordinates": [[0.961, -2.003, -4.950], [-3.509, 1.306, -6.376], [-2.400, 1.766, -6.165], [1.696, -2.384, -3.905], [1.387, 7.438, -5.165], [3.495, 0.185, 1.703], [1.037, 5.727, -6.484], [-5.120, -1.719, -6.794], [4.218, 1.077, 1.849], [6.067, -0.320, 9.978], [5.249, -2.761, 9.667], [-5.108, -2.642, 4.670], [-1.280, 3.240, -5.860], [5.533, -1.016, 2.464], [-0.681, 4.139, -5.751], [-6.163, -1.940, 5.086], [0.919, -0.077, 2.672], [-0.050, 1.106, 3.125], [0.426, 3.915, -7.545], [1.397, -1.808, -5.922], [6.064, -0.882, 8.899], [-0.928, 4.953, -4.542], [-6.771, 2.313, -6.895], [-4.514, -1.040, 1.626], [-2.191, -1.952, -3.451], [1.080, -2.644, -2.586], [4.040, -1.085, 2.259], [-0.995, -3.040, 1.904], [6.054, -2.207, 6.355], [-3.489, -2.989, 2.997], [-0.384, -2.468, -2.472], [-6.483, 0.270, 2.402], [-0.777, -1.921, 1.993], [5.589, -2.275, 8.761], [6.869, -0.328, 5.587], [0.233, 4.500, -6.654], [2.769, -2.519, -3.971], [-5.008, -1.243, 2.568], [-0.123, 6.182, -4.371], [1.752, -2.990, -1.632], [3.302, 0.084, 0.559], [0.709, -1.652, 2.565], [-1.173, -1.481, -5.791], [-6.063, -0.541, 2.984], [-4.941, -0.654, -6.714], [-4.688, -3.453, 5.252], [1.499, -2.085, 1.846], [2.093, 0.648, 2.326], [-6.657, -2.143, 6.028], [0.790, 6.542, -5.274], [-5.899, 1.683, -6.773], [5.584, -2.891, 7.578], [-6.118, 0.225, -6.877], [-3.727, -0.152, -6.480], [-0.502, -1.827, -4.835], [-4.686, 2.186, -6.539], [0.844, 2.138, 3.627], [-7.225, -0.234, -7.088], [6.529, -0.814, 6.493], [-0.316, 6.767, -3.480], [-4.452, -2.347, 3.379], [1.886, 2.198, 2.650], [-7.680, -0.195, 4.656], [5.239, -3.911, 7.460], [0.802, -2.156, 3.605], [-0.954, -1.333, 0.671], [6.051, -2.770, 5.275], [5.770, -0.994, 3.582], [-4.507, 3.251, -6.459], [-1.763, 4.626, -3.719], [-0.820, -2.663, -1.500], [-2.852, -0.784, -6.357], [3.925, -1.789, 1.502], [-1.297, 1.230, 3.056], [6.023, -0.091, 2.000], [6.066, -1.926, 1.987], [1.873, 6.056, -7.306], [-6.720, -0.836, 4.275], [6.879, 0.822, 7.794], [6.534, -0.198, 7.676], [-1.118, -2.087, -3.517], [2.474, 3.158, 2.119], [-1.572, -1.468, 2.693]],
  "mulliken_charge": [-0.43, 0.25, -0.53, -0.41, 0.41, -0.42, 0.36, 0.44, 0.32, -0.54, 0.40, -0.41, 1.12, -0.60, -0.68, -0.37, 0.42, 0.44, 0.45, 0.43, 0.34, 0.30, 0.41, 0.45, 0.48, 0.33, -0.29, 0.32, 0.53, -0.56, -0.33, 0.41, -0.17, -0.34, 0.38, -0.45, 0.41, -0.18, -0.38, -0.57, 0.21, -0.24, -0.52, -0.38, -0.53, 0.42, 0.15, 0.01, 0.40, -0.37, -0.37, -0.38, 0.33, -0.45, 0.39, -0.37, -0.29, -0.56, -0.23, 0.42, 0.46, 0.17, -0.55, 0.41, 0.29, -0.32, -0.53, -0.01, 0.45, -0.57, 0.38, 0.92, 0.28, -0.52, 0.35, 0.32, -0.56, 0.34, 0.41, -0.41, -0.25, -0.53, 0.08]
}


Entry 3:
{
  "formula": "C6H37NO13",
  "method": "ωB97M-V with the def2-TZVPD basis set",
  "spin_multiplicity": 1,
  "gap_ev": 9.33,
  "e_homo_ha": -0.3328,
  "lumo_ev": 0.28,
  "symbols": ["H", "H", "H", "H", "O", "H", "H", "H", "O", "H", "H", "H", "C", "N", "H", "H", "C", "H", "C", "O", "H", "H", "O", "O", "H", "H", "H", "H", "H", "H", "H", "C", "H", "H", "O", "O", "O", "H", "C", "H", "H", "O", "O", "H", "H", "O", "O", "H", "H", "H", "H", "O", "H", "H", "C", "H", "H"],
  "coordinates": [[3.457, -0.001, 1.604], [3.461, 0.819, 0.012], [-2.137, -3.814, 0.729], [1.887, 3.278, 1.438], [-0.464, -3.088, -2.415], [1.165, 2.583, 3.661], [-0.819, -4.885, -0.341], [-3.461, -1.661, -1.957], [1.560, 3.444, 0.536], [0.046, -2.365, -2.815], [-3.078, -2.700, 1.389], [-1.636, -1.332, -4.063], [-0.373, 0.192, -0.276], [1.847, -0.496, 0.198], [0.706, 0.664, 1.576], [-0.299, -3.542, -0.628], [0.912, 0.623, 0.493], [0.475, -1.737, 1.239], [3.231, -0.123, 0.535], [2.094, 2.744, 3.372], [-0.635, 3.374, 3.869], [-2.142, 2.473, -0.359], [-0.914, -0.602, 3.892], [1.144, -0.223, -3.213], [-0.448, -0.855, -0.575], [0.663, 3.754, 0.664], [-1.119, 0.191, 4.417], [2.186, 2.323, -1.358], [-0.694, 1.389, -2.795], [2.101, -1.900, 1.898], [-2.844, -2.305, -0.701], [1.560, -1.695, 0.960], [1.683, 0.587, -3.283], [1.570, -2.678, 0.485], [-1.574, 1.723, -2.998], [-2.607, -1.887, -1.582], [-1.367, 2.720, 1.470], [1.277, -0.481, -2.292], [-1.626, 0.470, 0.545], [2.667, 2.088, 3.805], [-1.383, -2.705, -2.407], [-1.297, -0.630, -4.642], [-2.950, -3.262, 0.627], [0.025, -0.732, 3.845], [-1.978, 1.282, -3.757], [1.852, 2.219, -2.279], [-0.496, -4.115, 0.149], [-0.956, 2.098, 3.027], [-2.551, 0.145, 0.049], [1.278, 1.600, 0.143], [-1.692, 0.049, 1.551], [-0.500, 2.417, 3.843], [-0.373, 0.836, -1.154], [3.876, -0.900, 0.130], [-1.756, 2.005, 0.564], [-0.428, -0.499, -4.212], [1.876, 3.120, -2.613]],
  "nbo_charge": [0.17, 0.19, 0.52, 0.51, -0.99, 0.50, 0.47, 0.48, -0.98, 0.48, 0.49, 0.46, -0.42, -0.46, 0.17, 0.51, -0.26, 0.20, -0.41, -1.01, 0.49, 0.15, -0.96, -1.00, 0.24, 0.48, 0.49, 0.50, 0.48, 0.18, 0.51, -0.46, 0.51, 0.22, -0.99, -1.00, -0.61, 0.49, -0.52, 0.48, 0.50, -0.96, -0.98, 0.48, 0.50, -0.98, -0.98, 0.51, 0.23, 0.25, 0.24, -0.99, 0.22, 0.20, 0.48, 0.49, 0.49]
}


Entry 4:
{
  "formula": "C15H24F3N4O19Tl",
  "method": "ωB97M-V with the def2-TZVPD basis set",
  "spin_multiplicity": 1,
  "gap_ev": 2.36,
  "e_homo_ha": -0.5831,
  "lumo_ev": -13.50,
  "charge": 2,
  "symbols": ["C", "O", "O", "N", "F", "C", "O", "H", "C", "H", "C", "H", "H", "H", "H", "H", "H", "C", "C", "C", "N", "O", "H", "N", "O", "C", "C", "H", "H", "O", "O", "F", "O", "O", "H", "O", "F", "H", "C", "O", "H", "O", "H", "O", "O", "O", "H", "O", "H", "H", "C", "H", "H", "C", "O", "O", "H", "Tl", "H", "N", "H", "C", "O", "C", "H", "C"],
  "coordinates": [[5.186, -6.396, -34.210], [5.412, -4.203, -34.901], [7.567, -1.800, -33.869], [9.755, -4.578, -39.627], [9.051, -6.234, -28.208], [9.001, -10.039, -33.659], [5.967, -6.298, -35.363], [6.974, -6.855, -37.866], [12.026, -7.527, -39.693], [9.186, -7.733, -36.806], [10.340, -10.207, -34.367], [5.760, -7.694, -38.855], [6.097, -4.812, -33.069], [10.544, -1.801, -33.823], [4.271, -4.649, -33.247], [12.772, -6.800, -39.995], [10.356, -9.815, -35.387], [9.758, -2.502, -33.564], [9.115, -6.848, -36.166], [9.655, -12.153, -33.464], [8.536, -2.293, -34.383], [10.459, -11.627, -34.429], [8.721, -3.265, -38.297], [12.788, -8.672, -39.129], [8.312, -6.756, -32.513], [5.941, -5.003, -35.822], [9.414, -5.843, -29.442], [10.043, -3.543, -33.715], [8.871, -9.120, -33.089], [10.501, -4.461, -40.555], [11.341, -7.521, -35.586], [7.964, -10.119, -34.549], [7.511, -9.477, -38.474], [8.998, -11.144, -32.810], [7.769, -4.428, -29.277], [8.250, -4.910, -31.231], [3.928, -6.760, -34.560], [11.129, -9.859, -33.698], [8.653, -4.582, -29.890], [6.440, -4.662, -36.844], [6.873, -6.577, -39.626], [13.903, -8.462, -38.700], [8.414, -7.011, -35.344], [8.611, -2.688, -35.534], [8.998, -5.541, -39.470], [12.247, -9.759, -39.100], [11.375, -7.879, -40.485], [9.578, -13.300, -33.205], [11.408, -7.162, -38.873], [8.756, -5.962, -36.711], [6.777, -7.309, -38.833], [10.132, -4.012, -37.644], [9.311, -3.719, -29.852], [8.511, -6.204, -31.476], [10.977, -5.498, -35.344], [9.030, -6.820, -30.392], [10.499, -5.728, -29.437], [13.505, -6.136, -34.134], [5.595, -7.077, -33.467], [7.742, -8.413, -38.989], [10.336, -2.720, -38.893], [9.738, -3.559, -38.553], [8.683, -8.257, -39.766], [5.211, -4.959, -33.686], [9.567, -2.425, -32.496], [10.491, -6.594, -35.705]],
  "nbo_charge": [0.43, -0.46, -0.30, 0.54, -0.30, 0.41, -0.52, 0.26, -0.48, 0.26, -0.13, 0.27, 0.20, 0.25, 0.24, 0.25, 0.23, -0.49, -0.77, 0.95, 0.54, -0.44, 0.28, 0.53, -0.63, 0.98, 0.45, 0.21, 0.20, -0.28, -0.42, -0.34, -0.24, -0.46, 0.23, -0.49, -0.32, 0.20, -0.13, -0.59, 0.27, -0.31, 0.31, -0.39, -0.35, -0.25, 0.27, -0.42, 0.21, 0.29, -0.50, 0.23, 0.21, 0.99, -0.47, -0.48, 0.15, 0.98, 0.18, 0.53, 0.26, -0.49, -0.24, -0.13, 0.23, 0.79]
}


How do the records compare in energy above the lowest of the compared OMol25 structures with the same formula, charge and spin? In the order shown, they have 58.1 57.9 60.7 22.2 kcal/mol.